C51H121N3O11 | the ωB97M-V functional and the def2-TZVPD basis

XYZ file:
```
186
Properties=species:S:1:pos:R:3:mulliken_charge:R:1
C 10.53032 15.73951 -10.61987 -0.7572
C 9.99532 14.36337 -11.05862 0.6125
C 8.51426 14.40795 -11.08100 -1.2968
O 10.31762 14.13753 -12.44949 -0.0872
H 10.42650 15.69748 -9.53564 0.5615
H 9.85906 16.47891 -11.05668 -0.0457
H 11.58054 15.83147 -10.89680 0.0128
H 10.42224 13.60270 -10.40500 0.4457
H 8.05761 13.41839 -11.09921 0.2695
H 8.03234 15.03717 -11.82929 -0.0616
H 8.07091 14.89096 -10.21023 0.5368
H 9.77542 13.41296 -12.76985 -0.3415
C 14.88454 13.80384 -22.09706 -1.3334
C 14.75541 14.72297 -20.79055 0.1078
C 13.33604 14.70003 -20.18637 -0.9429
O 15.65474 14.08631 -19.81549 -0.6126
H 14.29871 14.11025 -22.96368 0.3780
H 14.51703 12.80176 -21.87596 0.3037
H 15.90859 13.77232 -22.46910 0.3409
H 15.01666 15.76580 -20.97042 0.4324
H 12.95853 13.68298 -20.08053 0.5248
H 12.61062 15.37043 -20.64727 0.4985
H 13.24836 15.11853 -19.18374 -0.0925
H 15.45772 13.18509 -19.54981 0.4364
C 9.65132 9.43385 -13.02740 -1.5132
C 10.19850 10.90094 -12.96198 0.5005
C 11.16743 11.20415 -14.10955 -0.8715
O 9.13411 11.80512 -13.06610 -0.3505
H 9.06582 9.24103 -13.92634 0.3180
H 8.98011 9.23461 -12.19201 0.4935
H 10.49770 8.74702 -13.02581 0.3847
H 10.72082 11.12019 -12.03074 0.1386
H 10.57883 11.07649 -15.01804 0.3997
H 12.05715 10.57760 -14.17233 0.5045
H 11.53360 12.22246 -14.24023 -0.3194
H 8.45972 11.48498 -12.46251 0.2261
C 13.32463 11.66952 -17.59815 -0.5564
C 14.74776 11.96501 -17.40444 1.2623
C 15.47037 11.08632 -16.34389 -1.6148
O 15.43619 11.68576 -18.60594 -0.6607
H 12.90010 12.43240 -18.25074 -0.2200
H 12.74903 11.59596 -16.67545 -0.1393
H 13.13967 10.69478 -18.04956 0.4465
H 14.81292 13.03520 -17.20808 -0.0525
H 14.94275 11.14794 -15.39209 0.2123
H 16.48408 11.41989 -16.12207 0.4704
H 15.54068 10.03752 -16.63232 0.4753
H 16.30171 11.42510 -18.28264 0.3298
C 13.51938 18.59072 -19.55254 -1.2850
C 12.03568 18.75692 -19.89073 2.4724
C 11.49724 19.94557 -19.11290 -1.7833
O 11.98641 19.07015 -21.25519 -0.6176
H 13.79377 17.55273 -19.36447 0.0528
H 13.77456 19.07925 -18.61216 0.3162
H 14.16369 18.90558 -20.37341 0.4016
H 11.54889 17.80292 -19.68821 -1.0713
H 11.91917 20.89971 -19.42864 0.5069
H 11.72172 19.76081 -18.06239 0.4465
H 10.44641 20.19491 -19.26011 0.2656
H 11.35029 19.78525 -21.32999 0.3746
C 7.51090 14.06268 -21.03287 -0.7077
C 8.75234 14.69536 -21.53515 1.5798
C 9.58687 13.68640 -22.37982 -1.5950
O 8.49964 15.86683 -22.37318 -0.6518
H 7.82572 13.19529 -20.45268 0.3700
H 6.81738 13.64888 -21.76492 0.5404
H 6.90867 14.65762 -20.34623 -0.3487
H 9.42478 15.06511 -20.76106 -0.6575
H 9.81105 12.86169 -21.70329 0.3778
H 10.48433 14.26385 -22.60167 0.4062
H 9.18807 13.34781 -23.33608 0.3311
H 9.34444 16.20316 -22.68107 0.4064
C 13.52251 13.79046 -11.60060 -1.0501
C 14.78495 13.17991 -12.23432 0.1886
C 15.02129 13.56851 -13.66202 -0.6206
O 15.88164 13.59798 -11.40244 -0.5518
H 13.67950 14.86259 -11.48225 0.4517
H 13.41977 13.58235 -10.53560 0.5197
H 12.63126 13.58292 -12.19280 0.0087
H 14.71224 12.09235 -12.22788 0.1351
H 15.90056 13.16458 -14.16383 0.4947
H 15.16118 14.64452 -13.76555 0.3485
H 14.12430 13.28252 -14.21131 -0.2637
H 16.64765 13.18132 -11.80397 0.3537
C 6.29936 17.39835 -20.13710 -0.6584
C 6.98870 18.78199 -20.15241 0.4092
C 6.97585 19.45137 -18.82589 -1.2572
O 8.34314 18.52917 -20.60682 -0.4401
H 6.40683 16.94653 -21.12320 0.5100
H 5.26522 17.49505 -19.80651 0.2976
H 6.83636 16.72510 -19.46892 -0.2978
H 6.54119 19.49248 -20.84742 0.2503
H 7.44215 18.79830 -18.08821 0.0795
H 5.99522 19.76965 -18.47209 0.4709
H 7.60085 20.34151 -18.89747 0.4415
H 8.39541 17.79966 -21.22866 0.2446
C 2.69562 15.67283 -18.87853 -1.7876
C 2.98310 14.14059 -18.71861 2.2096
C 4.44875 13.99812 -19.03675 -0.9665
C 5.18532 12.71770 -18.53447 -0.5182
C 4.95868 12.55003 -17.02570 -1.0450
C 3.41504 12.60685 -16.56564 1.4085
N 2.66873 13.68387 -17.32074 0.4273
O 1.34747 13.54016 -17.15065 -0.3261
C 2.82003 11.13389 -16.71886 -1.7480
C 3.34330 13.07859 -15.07121 -1.7080
C 2.21583 13.27469 -19.79679 -1.9925
H 1.61426 15.80968 -18.88506 0.4763
H 3.12104 16.16421 -19.75355 0.3439
H 3.10357 16.33211 -18.11236 0.4186
H 4.71695 14.03416 -20.09263 0.8087
H 4.96710 14.81682 -18.53760 -0.5604
H 6.27175 12.72679 -18.62208 0.0762
H 4.88641 11.88225 -19.16754 0.4206
H 5.46802 13.35084 -16.48962 0.1567
H 5.23464 11.51846 -16.80705 0.5177
H 1.84482 11.09092 -16.23387 0.5667
H 2.69003 10.76207 -17.73520 0.3524
H 3.51209 10.41736 -16.27642 0.4644
H 2.42886 12.69373 -14.61980 0.3748
H 4.20212 12.77178 -14.47423 0.3438
H 3.35385 14.16665 -15.00700 0.4488
H 1.14146 13.20162 -19.62800 0.6104
H 2.52705 12.23281 -19.87245 0.3786
H 2.23840 13.75623 -20.77439 0.4168
H 1.32419 12.68716 -17.59049 0.4831
C 11.99465 15.26194 -15.05640 -1.6253
C 11.22669 16.51371 -15.47263 2.1930
C 11.51811 16.70452 -16.98645 -1.1364
C 10.69812 15.69354 -17.86842 0.4649
C 9.28417 15.79276 -17.55913 -0.1424
C 8.84660 15.59659 -16.08565 3.3940
N 9.70149 16.43225 -15.19799 0.0560
O 9.45875 16.35789 -13.81354 1.7256
C 7.35205 16.11259 -16.06825 -1.4929
C 8.86912 14.12184 -15.67004 -1.8383
C 11.74007 17.74244 -14.73796 -2.1449
H 11.95998 15.17297 -13.97059 0.1156
H 13.04929 15.37672 -15.30673 0.6181
H 11.72022 14.27826 -15.43740 -0.1606
H 11.36078 17.72099 -17.34718 -0.4861
H 12.58168 16.49724 -17.10460 0.4440
H 11.08931 14.67616 -17.86666 0.0364
H 10.75419 16.02508 -18.90526 -0.5609
H 8.71310 15.12723 -18.20648 0.3368
H 9.06108 16.83367 -17.79330 -0.3782
H 6.83938 15.75510 -15.17524 0.3894
H 7.32774 17.18718 -15.88729 -0.1075
H 6.61074 15.80597 -16.80618 -0.4021
H 8.57246 13.94443 -14.63630 0.2461
H 8.07143 13.71803 -16.29353 0.1352
H 9.78475 13.54893 -15.81665 0.1189
H 11.44262 17.63134 -13.69523 0.2980
H 11.35163 18.64180 -15.21583 0.3477
H 12.82741 17.70664 -14.80510 0.4199
H 9.83249 15.48836 -13.65280 -0.6921
C 7.57329 18.68180 -9.47530 -1.7182
C 6.81879 19.14167 -10.79612 1.8737
C 5.76792 20.24050 -10.50145 -1.3832
C 5.29674 21.01898 -11.76286 -0.5641
C 6.51957 21.45203 -12.52460 -1.3784
C 7.59858 20.34376 -12.87860 1.7627
N 7.95209 19.66448 -11.61948 0.1728
O 9.09053 18.91272 -11.75915 -0.4448
C 7.08713 19.41175 -13.97642 -1.2202
C 8.88970 21.09003 -13.34253 -1.8789
C 6.14360 17.86263 -11.37853 -1.6949
H 6.91241 18.05481 -8.87678 0.4119
H 7.86469 19.60029 -8.96585 0.4611
H 8.49637 18.13085 -9.65554 0.2126
H 4.92429 19.71555 -10.05333 0.3763
H 6.04691 20.83655 -9.63255 0.3953
H 4.70780 21.86780 -11.41536 0.4362
H 4.75225 20.33476 -12.41362 0.2769
H 6.91237 22.25680 -11.90319 0.4098
H 6.30967 22.01868 -13.43177 0.4253
H 7.69394 18.50709 -14.01487 -0.0468
H 6.07311 19.08078 -13.75209 0.1629
H 7.12355 19.76538 -15.00682 0.5921
H 8.61586 21.75349 -14.16286 0.4755
H 9.35546 21.72700 -12.59059 0.4447
H 9.64014 20.42584 -13.77124 0.0748
H 5.50652 18.07302 -12.23759 0.3944
H 5.49001 17.31328 -10.70093 0.5540
H 6.84654 17.14467 -11.80102 0.1989
H 8.90716 18.36403 -12.52525 0.0450
```

The total charge is +1. As for the HOMO energy (alpha / beta): -9.33 / -9.33 eV. Its expectation value of S² is 0.754. The value obtained for the energy above the lowest of the compared OMol25 structures with the same formula, charge and spin is 19.7 kcal per mole. For the LUMO energy (alpha / beta), the calculation gives -0.0909 / -0.2560 Ha. The spin multiplicity is 2.